[1]
This record from the Open Molecules 2025 dataset describes C14H27ClIN2P2Rh as an isolated structure in a non-equilibrium geometry. The level of theory is ωB97M-V with the def2-TZVPD basis set.

<S²> = 6.0227
Orbital gap (spin up / spin down) = 6.151 / 4.199 eV
Charge = +2
E = -2209.4078 Ha
Molar mass = 550.60 Da
E_LUMO (spin up / spin down) = -5.9 / -9.3 eV
Multiplicity = 5

Cartesian coordinates (Å):
1 C -0.375 -0.331 -4.040
2 I 1.159 -0.466 -5.278
3 H -0.632 -0.249 -5.075
4 H -0.834 0.761 -3.866
5 H -1.166 -0.936 -3.889
6 Rh -0.145 1.577 0.835
7 P 0.472 2.306 -1.007
8 C 0.024 3.531 0.430
9 C 2.066 2.825 -1.691
10 H 2.211 3.916 -1.740
11 H -0.618 3.835 -2.787
12 H 2.139 2.377 -2.685
13 H -0.150 2.242 -3.320
14 H 0.720 3.488 1.263
15 H 2.808 2.354 -1.037
16 C -0.557 2.788 -2.469
17 H 0.140 4.508 -0.071
18 H -1.565 2.429 -2.320
19 H -1.037 3.414 0.771
20 P 0.509 -2.630 -1.109
21 C 0.161 -3.652 0.319
22 C -0.707 -3.163 -2.363
23 H 1.915 -2.823 -3.056
24 H 1.797 -4.301 -1.994
25 H 2.847 -2.900 -1.500
26 C 1.929 -3.234 -2.040
27 H -0.471 -2.609 -3.267
28 H -0.617 -4.262 -2.544
29 H 0.762 -4.562 0.148
30 H -0.927 -3.852 0.302
31 H -1.657 -2.847 -1.927
32 H 0.465 -3.104 1.225
33 Cl 0.985 -0.121 -1.992
34 N -2.550 -0.601 3.261
35 C -2.216 -0.595 1.918
36 N -0.937 -0.168 1.790
37 C -0.385 -0.047 3.064
38 C 0.747 0.706 3.223
39 C 0.957 1.135 4.538
40 C 0.020 0.903 5.630
41 C -1.246 0.252 5.372
42 C -1.426 -0.202 4.043
43 H -3.424 -0.878 3.614
44 H -2.955 -0.899 1.195
45 H 1.669 0.895 2.583
46 H 1.877 1.633 4.719
47 H 0.224 1.285 6.623
48 H -2.004 0.270 6.200


[2]
This record from the Open Molecules 2025 dataset describes a 2-piece molecular cluster, C2H2Cl2O overall in a non-equilibrium geometry. The level of theory is ωB97M-V with the def2-TZVPD basis set.

<S²> = 2.0064
Orbital gap (spin up / spin down) = 7.720 / 9.765 eV
E = -1072.8587 Ha
Molar mass = 112.94 Da
E_LUMO (spin up / spin down) = 0.8 / -1.8 eV
Multiplicity = 3

Cartesian coordinates (Å):
1 C -0.856 -1.128 0.225
2 C 1.310 -0.357 -0.372
3 O -1.802 -0.558 0.561
4 Cl 2.378 -1.491 0.321
5 Cl 1.610 1.298 0.088
6 H -0.430 -2.103 0.517
7 H 1.273 -0.418 -1.503


[3]
This record from the Open Molecules 2025 dataset describes one molecule with the formula C21H20N4O4. The level of theory is ωB97M-V with the def2-TZVPD basis set.

SMILES = O=C(CNC(=O)c1nc[nH]c1C(=O)NCc1ccccc1)OCc1ccccc1
Orbital gap = 9.590 eV
E = -1332.3199 Ha
Molar mass = 392.41 Da
E_LUMO = 0.6 eV

Cartesian coordinates (Å):
1 O 2.632 -0.073 1.525
2 C 2.289 0.684 0.662
3 C 3.166 1.089 -0.529
4 N 2.409 1.005 -1.753
5 C 1.474 0.059 -1.926
6 O 1.227 -0.785 -1.067
7 C 0.776 0.154 -3.212
8 N 1.229 1.014 -4.175
9 C 0.405 0.903 -5.179
10 N -0.576 0.016 -4.921
11 C -0.367 -0.486 -3.670
12 C -1.373 -1.431 -3.126
13 O -2.397 -1.645 -3.762
14 N -1.055 -1.986 -1.953
15 C -1.979 -2.803 -1.197
16 C -2.267 -2.148 0.129
17 C -2.956 -0.941 0.165
18 C -3.192 -0.303 1.369
19 C -2.740 -0.864 2.552
20 C -2.053 -2.065 2.524
21 C -1.812 -2.701 1.317
22 O 1.136 1.353 0.636
23 C 0.166 0.957 1.609
24 C 0.514 1.425 2.996
25 C 0.944 2.730 3.201
26 C 1.266 3.168 4.472
27 C 1.155 2.308 5.551
28 C 0.726 1.007 5.352
29 C 0.411 0.565 4.080
30 H 3.501 2.118 -0.382
31 H 4.034 0.420 -0.544
32 H 2.576 1.641 -2.520
33 H 0.492 1.447 -6.098
34 H -1.363 -0.263 -5.489
35 H -0.191 -1.695 -1.487
36 H -1.544 -3.796 -1.045
37 H -2.891 -2.898 -1.795
38 H -3.309 -0.508 -0.760
39 H -3.732 0.632 1.387
40 H -2.922 -0.365 3.492
41 H -1.701 -2.510 3.443
42 H -1.269 -3.635 1.300
43 H 0.070 -0.132 1.585
44 H -0.769 1.411 1.268
45 H 1.030 3.398 2.355
46 H 1.604 4.184 4.621
47 H 1.406 2.651 6.544
48 H 0.644 0.332 6.191
49 H 0.090 -0.453 3.920


[4]
This record from the Open Molecules 2025 dataset describes a 7-piece molecular cluster, C4H24N2O7 overall in a non-equilibrium geometry. The level of theory is ωB97M-V with the def2-TZVPD basis set.

<S²> = 0.7544
Orbital gap (spin up / spin down) = 9.633 / 4.325 eV
Charge = +1
E = -802.6064 Ha
Molar mass = 212.24 Da
E_LUMO (spin up / spin down) = -3.3 / -8.5 eV
Multiplicity = 2

Cartesian coordinates (Å):
1 N -0.864 -0.644 1.756
2 C -1.992 0.218 1.561
3 C -1.881 1.123 0.246
4 N -0.953 0.510 -0.628
5 C -0.732 1.339 -1.824
6 C 0.437 0.903 -2.635
7 O 1.440 0.436 -1.680
8 H 2.179 0.030 -2.153
9 H -0.843 -1.522 1.212
10 H 0.049 -0.199 1.639
11 H -2.922 -0.351 1.484
12 H -1.991 0.843 2.465
13 H -1.567 2.127 0.525
14 H -2.890 1.175 -0.213
15 H -1.280 -0.397 -0.978
16 H -0.466 2.321 -1.374
17 H -1.715 1.411 -2.322
18 H 0.224 0.090 -3.324
19 H 0.946 1.784 -3.108
20 H 2.923 -1.393 2.295
21 H 2.107 -0.064 2.582
22 O 2.483 -0.857 2.961
23 H 0.892 -2.684 -2.304
24 H 1.307 -3.732 -3.209
25 O 0.480 -3.374 -2.852
26 H -0.451 2.931 3.204
27 H -1.853 3.457 3.210
28 O -0.965 3.697 2.928
29 H -0.338 -3.380 0.661
30 H -0.285 -2.936 -0.817
31 O -0.683 -2.719 0.035
32 H 1.626 -1.168 -0.920
33 H 1.837 -2.436 0.095
34 O 1.911 -2.095 -0.794
35 H 0.855 1.201 0.576
36 H 1.647 2.526 0.562
37 O 1.329 1.828 1.136